<i>
Entry from the Open Molecules 2025 dataset: an isolated ion of composition C6H14NO and charge -1 (ωB97M-V/def2-TZVPD).

Kohn-Sham gap in eV: 6.3
SMILES string: CCCNCCC[O-]
HOMO energy in eV: -2.55
Molecular weight in Da: 116.18

ORCA input file:
```
! RIJCOSX wB97M-V def2-TZVPD def2/J DEFGRID3
* xyz -1 1
C -3.160 -0.585 -0.318
C -2.156 0.399 0.303
C -1.006 -0.320 1.028
N 0.072 -0.570 0.068
C 0.730 0.602 -0.460
C 2.197 0.376 -0.918
C 3.139 -0.202 0.136
O 2.697 -1.251 0.873
H -2.641 -1.283 -0.979
H -3.777 -0.002 -1.013
H -3.729 -1.069 0.472
H -2.667 1.038 1.032
H -1.790 1.130 -0.416
H -0.598 0.383 1.783
H -1.278 -1.277 1.465
H 0.864 -1.123 0.473
H 0.164 1.016 -1.289
H 0.815 1.339 0.393
H 2.174 -0.296 -1.789
H 2.515 1.359 -1.277
H 4.126 -0.368 -0.365
H 3.310 0.703 0.797
*
```

=====

<ii>
Entry from the Open Molecules 2025 dataset: an isolated ion of composition C6H14NO and charge -1 (ωB97M-V/def2-TZVPD).

Kohn-Sham gap in eV: 6.5
SMILES string: CN[C@@H](C[O-])C(C)C
HOMO energy in eV: -2.50
Molecular weight in Da: 116.18

ORCA input file:
```
! RIJCOSX wB97M-V def2-TZVPD def2/J DEFGRID3
* xyz -1 1
C -2.064 0.883 -1.104
N -0.890 0.912 -0.228
C 0.003 -0.193 -0.519
C 1.082 0.157 -1.721
O 1.089 1.406 -2.126
C 0.689 -0.697 0.759
C -0.293 -1.514 1.621
C 1.309 0.504 1.497
H -2.413 -0.116 -1.335
H -1.932 1.425 -2.051
H -2.855 1.463 -0.611
H -0.375 1.762 -0.449
H -0.515 -1.056 -0.951
H 0.875 -0.656 -2.468
H 2.013 -0.180 -1.173
H 1.541 -1.299 0.428
H -0.110 -2.591 1.549
H -1.288 -1.273 1.254
H -0.228 -1.282 2.687
H 1.981 0.187 2.299
H 0.509 1.114 1.907
H 1.873 1.044 0.733
*
```

=====

Which of them is most stable, and which least? Most stable: <i>; least stable: <ii>.

=====

<i>
Entry from the Open Molecules 2025 dataset: a 2-piece molecular cluster, C6H14NO overall (ωB97M-V/def2-TZVPD).

Kohn-Sham gap in eV: 7.3
HOMO energy in eV: -3.12
Molecular weight in Da: 116.18

ORCA input file:
```
! RIJCOSX wB97M-V def2-TZVPD def2/J DEFGRID3
* xyz -1 1
C 1.101 0.415 -2.256
C -0.247 0.364 -2.268
N -1.050 -0.442 -1.531
C -2.434 -0.045 -1.419
H 1.672 -0.201 -1.574
H 1.613 1.076 -2.941
H -0.771 1.023 -2.967
H -0.649 -0.876 -0.558
H -2.978 -0.824 -0.885
H -2.583 0.894 -0.861
H -2.891 0.083 -2.408
C -0.410 -0.402 1.655
O -0.338 -1.388 0.710
C 0.838 0.495 1.680
C 2.090 -0.306 2.018
H -0.524 -0.826 2.680
H -1.292 0.267 1.519
H 0.708 1.312 2.404
H 0.952 0.939 0.688
H 2.993 0.311 2.009
H 2.204 -1.111 1.293
H 1.996 -0.759 3.011
*
```

=====

<ii>
Entry from the Open Molecules 2025 dataset: an isolated ion of composition C6H14NO and charge -1 (ωB97M-V/def2-TZVPD).

Kohn-Sham gap in eV: 5.5
SMILES string: CC(C)CCNC[O-]
HOMO energy in eV: -2.12
Molecular weight in Da: 116.18

ORCA input file:
```
! RIJCOSX wB97M-V def2-TZVPD def2/J DEFGRID3
* xyz -1 1
C -3.008 1.143 0.218
C -1.585 0.883 -0.494
C -1.565 1.229 -1.953
C -1.083 -0.575 -0.133
C 0.463 -0.630 -0.324
N 1.142 -0.829 0.972
C 2.628 -1.159 0.828
O 3.397 -0.205 1.137
H -3.374 2.189 -0.068
H -3.699 0.514 -0.317
H -2.948 1.017 1.268
H -0.927 1.686 -0.025
H -1.277 2.336 -2.076
H -2.569 1.076 -2.262
H -0.859 0.561 -2.504
H -1.504 -1.431 -0.699
H -1.309 -0.814 0.903
H 0.749 -1.515 -0.941
H 0.853 0.340 -0.810
H 1.021 0.049 1.514
H 2.743 -2.177 1.436
H 2.828 -1.736 -0.176
*
```

=====

Which of them is most stable, and which least? Most stable: <i>; least stable: <ii>.

=====

<i>
Entry from the Open Molecules 2025 dataset: a 2-piece molecular cluster, C3H13N2O overall (ωB97M-V/def2-TZVPD).

Kohn-Sham gap in eV: 11.4
HOMO energy in eV: -14.64
Molecular weight in Da: 93.15

ORCA input file:
```
! RIJCOSX wB97M-V def2-TZVPD def2/J DEFGRID3
* xyz 1 1
C 2.082 -0.058 0.408
O 2.953 0.528 1.372
C 1.102 1.038 -0.206
N 0.199 0.474 -1.252
H 1.482 -0.718 1.027
H 2.634 -0.617 -0.372
H 3.413 1.247 0.982
H 0.455 1.462 0.562
H 1.718 1.803 -0.726
H -0.661 -0.121 -0.877
H 0.888 -0.011 -1.828
H -0.262 1.167 -1.856
C -2.537 -0.474 0.728
N -1.684 -1.182 -0.278
H -3.586 -0.506 0.333
H -2.189 0.565 0.922
H -2.610 -0.955 1.702
H -1.079 -1.863 0.211
H -2.318 -1.779 -0.852
*
```

=====

<ii>
Entry from the Open Molecules 2025 dataset: a 2-piece molecular cluster, C3H13N2O overall (ωB97M-V/def2-TZVPD).

Kohn-Sham gap in eV: 11.1
HOMO energy in eV: -14.04
Molecular weight in Da: 93.15

ORCA input file:
```
! RIJCOSX wB97M-V def2-TZVPD def2/J DEFGRID3
* xyz 1 1
C -0.630 0.274 0.925
C -1.148 0.555 -0.494
C -0.210 1.553 -1.013
N 1.219 0.969 -1.337
N 0.836 -0.081 0.895
H -0.648 1.295 1.419
H -1.191 -0.481 1.472
H -2.223 1.090 -0.269
H -1.376 -0.319 -1.055
H 0.142 2.305 -0.242
H -0.536 2.074 -1.955
H 2.083 1.498 -1.182
H 1.020 0.167 -0.193
H 1.382 0.504 -2.270
H 1.527 0.429 1.558
H 0.934 -1.039 1.029
H -0.454 -3.243 0.022
H -0.722 -3.257 1.552
O -0.300 -2.692 0.838
*
```

=====

Which of them is most stable, and which least? Most stable: <i>; least stable: <ii>.

=====

<i>
Entry from the Open Molecules 2025 dataset: an isolated molecule of C5H5N3 (ωB97M-V/def2-TZVPD).

Kohn-Sham gap in eV: 8.0
SMILES string: [H]/N=c1\cncccn1
HOMO energy in eV: -8.85
Molecular weight in Da: 107.12

ORCA input file:
```
! RIJCOSX wB97M-V def2-TZVPD def2/J DEFGRID3
* xyz 0 1
H 3.045 -0.552 -0.760
N 2.341 0.211 -0.759
C 1.355 0.126 0.055
C 0.847 -1.060 0.653
N -0.395 -1.432 0.189
C -1.333 -0.790 -0.487
C -1.601 0.589 -0.257
C -0.597 1.379 0.343
N 0.730 1.285 0.322
H 1.092 -1.659 1.585
H -2.139 -1.480 -0.888
H -2.429 1.087 -0.731
H -0.915 2.296 0.735
*
```

=====

<ii>
Entry from the Open Molecules 2025 dataset: an isolated molecule of C5H5N3 (ωB97M-V/def2-TZVPD).

Kohn-Sham gap in eV: 9.4
SMILES string: N#C[C@H]1N=CN2C[C@H]12
HOMO energy in eV: -9.44
Molecular weight in Da: 107.12

ORCA input file:
```
! RIJCOSX wB97M-V def2-TZVPD def2/J DEFGRID3
* xyz 0 1
N 3.614 -0.100 -0.293
C 2.362 -0.279 -0.272
C 1.045 -0.082 0.332
N 0.673 1.128 0.323
C -0.445 1.376 -0.397
N -1.112 0.142 -0.729
C -1.741 -0.586 0.216
C -0.279 -0.825 -0.189
H 1.451 -0.499 1.343
H -0.689 2.491 -0.412
H -2.515 -1.249 0.038
H -1.937 0.157 1.131
H -0.429 -1.675 -1.091
*
```

=====

<iii>
Entry from the Open Molecules 2025 dataset: C5H5N3 as an isolated structure (ωB97M-V/def2-TZVPD).

Kohn-Sham gap in eV: 9.4
HOMO energy in eV: -8.75
Molecular weight in Da: 107.12

ORCA input file:
```
! RIJCOSX wB97M-V def2-TZVPD def2/J DEFGRID3
* xyz 0 1
C 0.689 1.113 0.880
C 0.544 -0.174 -0.622
C 0.035 -1.265 -1.419
C -1.375 -0.411 0.877
C -0.321 0.201 0.455
H 1.270 0.877 1.834
H 0.247 2.266 1.097
H 1.791 1.428 -1.268
H 0.497 -1.822 -2.330
H -2.036 0.363 1.521
N 1.395 0.862 -0.427
N -1.002 -1.933 -0.854
N -1.733 -1.504 0.255
*
```

=====

<iv>
Entry from the Open Molecules 2025 dataset: an isolated molecule of C5H5N3 (ωB97M-V/def2-TZVPD).

Kohn-Sham gap in eV: 8.5
SMILES string: c1n[nH]c2c[nH]cc12
HOMO energy in eV: -7.45
Molecular weight in Da: 107.12

ORCA input file:
```
! RIJCOSX wB97M-V def2-TZVPD def2/J DEFGRID3
* xyz 0 1
C -0.135 -1.771 0.530
N -0.202 -1.465 1.750
N -0.001 -0.030 1.842
C 0.278 0.456 0.731
C 0.135 1.611 -0.048
N -0.068 1.094 -1.404
C 0.171 -0.304 -1.549
C 0.427 -0.658 -0.201
H -0.391 -2.873 0.295
H 0.005 0.335 2.829
H -0.284 2.795 0.103
H -0.030 1.597 -2.322
H 0.096 -0.788 -2.557
*
```

=====

Which of them is most stable, and which least? Most stable: <i>; least stable: <ii>.